*1*
ORCA calculation (ωB97M-V with the def2-TZVPD basis set) on 2 unconnected molecules or ions with the total composition C5H14N2O.

Values from the calculation:
Frontier orbital gap (eV): 9.3617
HOMO (eV): -8.6
SMILES string: C=C(C)O.CNCN
Molecular weight (Da): 118.18

Geometry as ORCA input:
```
! wB97M-V def2-TZVPD RIJCOSX def2/J DEFGRID3
* xyz 0 1
C 0.4237 -2.5636 1.4138
C 0.6806 -2.4523 0.0878
O 1.7004 -1.6440 -0.3441
C -0.0937 -3.1645 -1.0697
H -0.4930 -3.0358 1.6520
H 1.0263 -2.1972 2.2208
H 1.6618 -1.5710 -1.3065
H -0.8776 -3.8138 -0.6874
H -0.5583 -2.3907 -1.6583
H 0.5855 -3.7171 -1.7604
C -0.6070 0.7870 -0.1506
N 0.4144 1.8488 -0.2408
C 0.0728 2.9807 0.6225
N -0.8622 3.9443 0.0374
H -0.4549 -0.0347 -0.8226
H -0.6297 0.3925 0.9063
H -1.6120 1.2138 -0.3502
H 1.4001 1.4803 -0.0939
H 0.9746 3.5358 0.8802
H -0.3622 2.6084 1.5724
H -0.5806 4.1682 -0.9072
H -1.8091 3.6250 -0.0016
*
```

Atom charges from the Mulliken analysis, given in e for atoms 1 to 2: -0.9754 0.7731

*2*
ORCA calculation (ωB97M-V with the def2-TZVPD basis set) on 2 unconnected molecules or ions with the total composition C5H14N2O.

Values from the calculation:
Frontier orbital gap (eV): 8.2382
HOMO (eV): -7.6
SMILES string: C/C(=C\N)CCN.O
Molecular weight (Da): 118.18

Geometry as ORCA input:
```
! wB97M-V def2-TZVPD RIJCOSX def2/J DEFGRID3
* xyz 0 1
C 0.1505 2.3753 0.6618
C 0.6929 1.5834 -0.5471
C 0.4784 0.0760 -0.5180
C 0.4199 -0.5604 -1.6936
N 0.3517 -1.9357 -1.8737
C 0.8476 -0.6333 0.7770
N -1.0289 1.8333 1.3342
H 0.9419 2.5434 1.3849
H -0.0946 3.3850 0.3361
H 0.2787 1.9935 -1.4647
H 1.7659 1.7713 -0.5816
H 0.4684 0.0576 -2.5894
H -0.2703 -2.4384 -1.2683
H 0.5490 -2.2974 -2.7845
H -0.0183 -0.8679 1.3974
H 1.6234 -0.0373 1.2653
H 1.3887 -1.5398 0.5158
H -1.5335 1.2085 0.7237
H -0.8038 1.3290 2.1786
H -1.4463 -3.1279 0.9456
H -2.6887 -2.2095 1.2429
O -2.0727 -2.5086 0.5577
*
```

Atom charges from the Mulliken analysis, given in e for atoms 1 to 2: -0.6098 -0.8045

*3*
ORCA calculation (ωB97M-V with the def2-TZVPD basis set) on a single C5H14N2O molecule.

Values from the calculation:
Frontier orbital gap (eV): 9.4779
HOMO (eV): -8.7
SMILES string: CN[C@@](N)(O)C(C)C
Molecular weight (Da): 118.18

Geometry as ORCA input:
```
! wB97M-V def2-TZVPD RIJCOSX def2/J DEFGRID3
* xyz 0 1
C 0.1363 0.1649 -0.6151
C -0.7776 -0.6650 0.1923
C 2.6566 0.2745 0.3357
C -0.9462 -0.3079 1.6522
C -2.3280 -0.3014 -0.5973
N 1.4849 -0.5747 0.2761
N 0.0383 1.5357 -0.4434
O 0.2402 -0.1385 -1.9741
H 0.0664 -1.0756 -2.1195
H 1.6960 -1.3932 -0.2893
H -0.6506 -1.7286 0.0049
H 0.8689 2.0434 -0.1836
H -0.4571 2.0035 -1.1884
H 2.4942 1.0404 1.0981
H 2.8733 0.7901 -0.6170
H 3.5404 -0.3073 0.6138
H -0.0614 -0.6089 2.2063
H -1.0712 0.7650 1.7828
H -1.8388 -0.7894 2.0475
H -2.6839 0.6600 -0.2351
H -2.2726 -0.3051 -1.6845
H -3.0081 -1.0818 -0.2625
*
```

Atom charges from the Mulliken analysis, given in e for atoms 1 to 2: 0.4399 0.2791

*4*
ORCA calculation (ωB97M-V with the def2-TZVPD basis set) on 3 unconnected molecules or ions with the total composition C5H14N2O.

Values from the calculation:
Frontier orbital gap (alpha / beta) (eV): 7.9359 / 7.9407
HOMO (alpha / beta) (eV): -7.2 / -7.2
Molecular weight (Da): 118.18

Geometry as ORCA input:
```
! wB97M-V def2-TZVPD RIJCOSX def2/J DEFGRID3
* xyz 0 1
C -0.5902 -0.8222 -0.4313
C 1.4762 -0.4958 -0.0900
C -2.7340 1.7737 -0.3310
C 1.8613 -0.9960 1.2701
C 2.0505 0.8263 -0.5229
N -0.5573 0.2061 0.4215
N -0.9493 -2.0351 0.0551
O -2.5102 0.4771 0.0911
H -0.3893 1.0768 -0.0719
H -0.6656 -0.6973 -1.5107
H 1.6058 -1.2591 -0.8582
H -1.4758 -2.6352 -0.5593
H -1.2571 -2.0340 1.0180
H -3.7120 1.8686 -0.8340
H -1.9860 2.1317 -1.0798
H -2.7192 2.5120 0.4917
H 3.1328 0.7366 -0.6789
H 2.9178 -1.2936 1.2796
H 1.7126 -0.2316 2.0337
H 1.2783 -1.8791 1.5423
H 1.6186 1.1707 -1.4671
H 1.8922 1.5996 0.2322
*
```

Atom charges from the Mulliken analysis, given in e for atoms 1 to 2: 0.1251 0.3278

Short version: *4* is the least stable of them.

*1*
ORCA calculation (ωB97M-V with the def2-TZVPD basis set) on a molecular structure, C5H14N2O.

Values from the calculation:
Frontier orbital gap (eV): 9.2044
HOMO (eV): -8.4
Molecular weight (Da): 118.18

Geometry as ORCA input:
```
! wB97M-V def2-TZVPD RIJCOSX def2/J DEFGRID3
* xyz 0 1
C 0.5780 -1.0168 -1.0812
N 0.3714 -2.0808 -0.1896
O -0.3758 -0.6714 -1.8740
H -1.4344 -0.0979 -1.1031
H -0.6050 -2.2468 0.0120
H 1.1167 -2.7548 -0.1323
H 1.5983 -1.0444 -1.4881
H -0.3172 0.5929 0.2219
C 1.1982 1.6111 -0.7388
C 1.4679 0.2902 1.2918
N 0.7309 0.4625 0.0419
C -2.2140 0.4337 -0.1784
C -2.6863 -0.2382 0.8702
H -2.6077 1.4357 -0.3407
H 1.4362 1.2056 1.8917
H 1.0691 2.5441 -0.1825
H 2.2541 1.4775 -0.9784
H 0.6195 1.6558 -1.6579
H 1.0341 -0.5298 1.8568
H 2.5094 0.0521 1.0677
H -2.3596 -1.2500 1.0971
H -3.3837 0.1696 1.5939
*
```

Atom charges from the Mulliken analysis, given in e for atoms 1 to 2: -0.0812 -0.3002

*2*
ORCA calculation (ωB97M-V with the def2-TZVPD basis set) on 2 unconnected molecules or ions with the total composition C5H14N2O.

Values from the calculation:
Frontier orbital gap (eV): 9.9747
HOMO (eV): -9.4
SMILES string: [H]/N=C\NCCCC.O
Molecular weight (Da): 118.18

Geometry as ORCA input:
```
! wB97M-V def2-TZVPD RIJCOSX def2/J DEFGRID3
* xyz 0 1
C 2.0812 0.1199 -1.4845
C 1.8923 -0.5882 -0.1405
C 1.5493 0.3870 0.9658
C 0.3147 1.2476 0.6227
N -0.9320 0.4409 0.4189
C -1.9167 1.3230 -0.1862
N -3.0636 1.3705 0.3414
H 2.6989 1.0159 -1.3158
H 2.4060 -0.5539 -2.2768
H 1.1389 0.5383 -1.8397
H 2.7199 -1.2453 0.0945
H 0.9685 -1.1736 -0.3129
H 2.3267 1.0963 1.3047
H 1.3348 -0.0320 1.9516
H 0.0815 1.8565 1.5118
H 0.4329 2.1275 -0.0244
H -0.7899 -0.3150 -0.2474
H -1.7735 1.9513 -1.0677
H -3.1323 0.9220 1.2490
H -1.1390 -3.8475 -0.1276
H 0.1939 -3.5338 -0.8492
O -0.4585 -3.1850 -0.2222
*
```

Atom charges from the Mulliken analysis, given in e for atoms 1 to 2: -1.0611 -0.0008

*3*
ORCA calculation (ωB97M-V with the def2-TZVPD basis set) on 2 unconnected molecules or ions with the total composition C5H14N2O.

Values from the calculation:
Frontier orbital gap (eV): 9.5746
HOMO (eV): -8.9
SMILES string: C=NCC[C@@H](C)N.O
Molecular weight (Da): 118.18

Geometry as ORCA input:
```
! wB97M-V def2-TZVPD RIJCOSX def2/J DEFGRID3
* xyz 0 1
C 0.9366 1.2166 0.9319
C -0.3881 0.8619 0.1967
C -0.5080 -0.4583 -0.4922
C -1.7846 -1.2645 -0.1570
C -0.6896 -2.1550 1.7100
N -1.7982 -1.9659 1.1336
N -0.9049 1.9989 -0.5735
H 1.8677 0.8566 0.4607
H 0.8577 0.8998 1.9773
H 1.1051 2.3008 0.9991
H -1.1511 0.8142 1.0045
H -0.6682 -0.2245 -1.5746
H 0.4583 -0.9524 -0.5960
H -2.6535 -0.6046 -0.1928
H -1.8464 -2.0214 -0.9427
H 0.3168 -1.9941 1.3343
H -0.7326 -2.5992 2.7068
H -0.5653 2.1026 -1.5193
H -0.7937 2.8282 -0.0128
H 2.2891 0.5525 -2.1578
H 3.7334 -0.1094 -2.3778
O 2.9196 -0.0828 -1.8584
*
```

Atom charges from the Mulliken analysis, given in e for atoms 1 to 2: -1.3807 0.7459

*4*
ORCA calculation (ωB97M-V with the def2-TZVPD basis set) on 2 unconnected molecules or ions with the total composition C5H14N2O.

Values from the calculation:
Frontier orbital gap (eV): 6.3796
HOMO (eV): -8.6
Molecular weight (Da): 118.18

Geometry as ORCA input:
```
! wB97M-V def2-TZVPD RIJCOSX def2/J DEFGRID3
* xyz 0 1
N -2.3796 0.0272 -0.9992
C -1.3942 0.4792 -0.0379
C -1.5778 -0.1275 1.2511
O -1.7367 -2.2667 -0.1347
C 0.0429 0.1551 -0.6917
N 1.1593 0.2606 0.2513
C 1.8950 1.5046 0.0965
C 2.0237 -0.9243 0.1931
H -2.4422 -1.0541 -0.7563
H -2.0370 0.3481 -1.8976
H -1.4260 1.5791 -0.0567
H -2.5992 -0.2481 1.5993
H -0.8705 0.1207 2.0366
H -1.5666 -1.6876 0.6516
H 0.1121 0.8492 -1.5243
H -0.0965 -0.9193 -0.8207
H 2.6369 1.5244 0.8992
H 1.2209 2.3581 0.2341
H 2.3817 1.6818 -0.8635
H 1.3600 -1.7836 0.2757
H 2.7083 -0.9020 1.0395
H 2.5852 -0.9748 -0.7456
*
```

Atom charges from the Mulliken analysis, given in e for atoms 1 to 2: -0.6164 -0.1770

Short version: *4* is the least stable of them.

*1*
ORCA calculation (ωB97M-V with the def2-TZVPD basis set) on 2 unconnected molecules or ions with the total composition C5H14N2O.

Values from the calculation:
Frontier orbital gap (eV): 9.1951
HOMO (eV): -8.6
SMILES string: C=C(N)C[C@@H](C)N.O
Molecular weight (Da): 118.18

Geometry as ORCA input:
```
! wB97M-V def2-TZVPD RIJCOSX def2/J DEFGRID3
* xyz 0 1
C -1.4930 1.0994 -0.5322
C -0.0524 0.9218 -0.7952
C 0.7437 -0.2171 -0.1070
C 0.1509 -1.5027 -0.4743
C 0.2450 -2.5152 0.3485
N -0.2277 -1.4788 -1.9248
N 0.6998 2.1768 -0.1646
H -1.6192 0.6982 0.5189
H -1.8760 2.1550 -0.6584
H -2.1203 0.3142 -0.9458
H 0.1327 0.8183 -1.8860
H 1.7807 -0.0824 -0.3047
H 0.6667 0.0191 0.9773
H -0.0722 -3.5649 0.0897
H 0.5477 -2.3680 1.4636
H -0.5129 -2.3398 -2.2818
H 0.5876 -1.0600 -2.5936
H 0.6891 1.9807 0.8569
H 0.3564 2.9696 -0.4922
H -0.2001 0.3307 3.5697
H 0.6477 1.5330 3.0766
O 0.0153 0.8741 2.8246
*
```

Atom charges from the Mulliken analysis, given in e for atoms 1 to 2: -1.2109 0.5965

*2*
ORCA calculation (ωB97M-V with the def2-TZVPD basis set) on 2 unconnected molecules or ions with the total composition C5H14N2O.

Values from the calculation:
Frontier orbital gap (eV): 9.8594
HOMO (eV): -9.1
SMILES string: C=CC[C@H](N)CN.O
Molecular weight (Da): 118.18

Geometry as ORCA input:
```
! wB97M-V def2-TZVPD RIJCOSX def2/J DEFGRID3
* xyz 0 1
N -0.5163 -2.6424 1.7949
C -0.4445 -1.5303 0.8000
C -0.0273 -0.4641 1.8215
C 0.0696 0.9822 1.2082
C 0.1309 2.0179 2.0622
C 0.5909 -1.6394 -0.2986
N 0.2114 -1.1976 -1.6435
H -0.8964 -3.4709 1.4225
H 0.4284 -2.9557 2.2491
H -1.5187 -1.4012 0.3706
H 0.9254 -0.7170 2.2425
H -0.8757 -0.4339 2.6056
H -0.0516 1.0954 0.1412
H 0.3803 2.1915 3.0390
H -0.0175 3.0302 1.7548
H 0.9040 -2.7582 -0.3079
H 1.5678 -1.1359 -0.2029
H -0.7661 -0.8397 -1.5729
H 0.6260 -0.4027 -2.0196
H -0.5879 3.3361 -4.9982
H -0.2079 4.8501 -5.4442
O 0.0751 4.0855 -5.0241
*
```

Atom charges from the Mulliken analysis, given in e for atoms 1 to 2: -0.6761 0.2826

*3*
ORCA calculation (ωB97M-V with the def2-TZVPD basis set) on 2 unconnected molecules or ions with the total composition C5H14N2O.

Values from the calculation:
Frontier orbital gap (alpha / beta) (eV): 7.7772 / 7.7785
HOMO (alpha / beta) (eV): -7.2 / -7.2
Molecular weight (Da): 118.18

Geometry as ORCA input:
```
! wB97M-V def2-TZVPD RIJCOSX def2/J DEFGRID3
* xyz 0 1
C -1.2501 0.0359 -1.3441
C 1.5969 -0.6372 1.1278
C 0.1342 -0.4367 1.6932
C -1.7259 -1.3560 -1.5947
C 2.4108 0.6485 1.1484
N 0.6334 1.4375 -1.4731
N -2.1450 0.9870 -0.8806
O -0.0378 0.2920 -1.6597
H 0.0243 2.1503 -1.0564
H -1.8677 1.9571 -0.9878
H -3.1192 0.7380 -0.9575
H 1.5875 -1.0700 0.1269
H 2.0588 -1.3784 1.7874
H -2.5693 -1.3624 -2.2857
H -0.4558 0.3186 1.1757
H 0.2211 -0.0950 2.7263
H -0.3909 -1.3881 1.6886
H -0.9209 -1.9350 -2.0281
H -2.0362 -1.8260 -0.6608
H 3.4594 0.4383 0.9475
H 2.0478 1.3424 0.3861
H 2.3444 1.1392 2.1206
*
```

Atom charges from the Mulliken analysis, given in e for atoms 1 to 2: 0.8260 -0.2030

Short version: *3* is the least stable of them.

*1*
ORCA calculation (ωB97M-V with the def2-TZVPD basis set) on 2 unconnected molecules or ions with the total composition C3H6NO2.

Values from the calculation:
Frontier orbital gap (alpha / beta) (eV): 6.7702 / 8.4030
HOMO (alpha / beta) (eV): -13.1 / -13.4
Molecular weight (Da): 88.09

Geometry as ORCA input:
```
! wB97M-V def2-TZVPD RIJCOSX def2/J DEFGRID3
* xyz 1 1
C -2.0734 -1.4966 -0.0169
C -0.1500 -0.3629 -0.9176
C 0.8027 0.7063 0.7351
N 1.7950 1.3669 0.1902
O 0.3447 0.0409 -1.9060
O -0.9291 -1.2875 -0.5606
H -2.1982 -2.4307 0.5047
H -2.8878 -0.7960 -0.1414
H 1.0375 -0.1913 1.2949
H -0.0927 1.2473 1.0104
H 2.6965 0.9303 0.0411
H 1.6547 2.2733 -0.2341
*
```

Atom charges from the Mulliken analysis, given in e for atoms 1 to 2: -0.2200 0.4980

*2*
ORCA calculation (ωB97M-V with the def2-TZVPD basis set) on a gas-phase ion, C3H6NO2 (charge +1).

Values from the calculation:
Frontier orbital gap (eV): 12.8694
HOMO (eV): -17.6
SMILES string: C[N+]1(C)OC1=O
Molecular weight (Da): 88.09

Geometry as ORCA input:
```
! wB97M-V def2-TZVPD RIJCOSX def2/J DEFGRID3
* xyz 1 1
C -1.4906 0.1494 0.1858
C 0.4224 0.4934 -1.3130
C 0.5445 -0.6456 1.0442
N -0.1153 0.2057 0.0289
O -2.4779 -0.3691 0.0822
O -0.7054 1.3487 0.8282
H 1.5660 0.7111 -1.4425
H 0.2569 -0.4021 -1.8712
H -0.0504 1.2659 -1.7970
H 0.0317 -0.5020 2.0263
H 0.4212 -1.7056 0.9312
H 1.5968 -0.5498 1.2971
*
```

Atom charges from the Mulliken analysis, given in e for atoms 1 to 2: 0.3872 -0.7414

Short version: *2* is the least stable of them.

*1*
ORCA calculation (ωB97M-V with the def2-TZVPD basis set) on 2 unconnected molecules or ions with the total composition C3H6NO2.

Values from the calculation:
Frontier orbital gap (eV): 8.8923
HOMO (eV): -13.7
Molecular weight (Da): 88.09

Geometry as ORCA input:
```
! wB97M-V def2-TZVPD RIJCOSX def2/J DEFGRID3
* xyz 1 1
C 0.7225 0.4863 -0.1109
C 2.0700 0.6391 0.1416
C -0.5638 -1.1708 0.1753
N -1.6037 -0.4845 -0.3086
O -0.0632 1.5625 0.2391
O 3.1811 0.5864 0.2352
H 0.6673 0.2966 -1.1956
H -0.5106 -1.1716 1.2451
H 0.0909 -1.6690 -0.5480
H -1.8034 -0.6149 -1.3071
H 0.2012 1.8897 1.1339
H -2.3885 -0.3499 0.2999
*
```

Atom charges from the Mulliken analysis, given in e for atoms 1 to 2: -0.3342 0.5604

*2*
ORCA calculation (ωB97M-V with the def2-TZVPD basis set) on 2 unconnected molecules or ions with the total composition C3H6NO2.

Values from the calculation:
Frontier orbital gap (alpha / beta) (eV): 8.4815 / 8.4797
HOMO (alpha / beta) (eV): -12.4 / -12.4
Molecular weight (Da): 88.09

Geometry as ORCA input:
```
! wB97M-V def2-TZVPD RIJCOSX def2/J DEFGRID3
* xyz 1 1
C -2.5913 -0.0780 -0.5654
C -0.3142 0.4931 -0.6589
C 0.4548 -0.5072 0.1477
N 1.7554 0.1403 0.5555
O -2.7731 -0.5860 0.4700
O 0.0924 1.5224 -1.0269
H -3.2330 -0.0038 -1.4495
H 0.7208 -1.3050 -0.4829
H -0.1655 -0.5620 1.1014
H 1.4652 1.1098 0.7992
H 2.3905 0.1772 -0.2143
H 2.1980 -0.4010 1.3240
*
```

Atom charges from the Mulliken analysis, given in e for atoms 1 to 2: 0.1841 0.1861

Short version: *2* is the least stable of them.

*1*
ORCA calculation (ωB97M-V with the def2-TZVPD basis set) on 2 unconnected molecules or ions with the total composition C3H6NO2.

Values from the calculation:
Frontier orbital gap (eV): 9.1828
HOMO (eV): -13.6
Molecular weight (Da): 88.09

Geometry as ORCA input:
```
! wB97M-V def2-TZVPD RIJCOSX def2/J DEFGRID3
* xyz 1 1
C 1.7608 0.2593 1.5994
C 0.0639 -0.5531 0.7285
C -0.3819 0.4683 -0.2745
N -1.1803 -0.0917 -1.3103
O 2.2144 1.3059 1.3543
O -0.2652 -1.7366 0.5944
H 2.0512 -0.5713 2.2342
H 0.5452 0.8064 -0.6515
H -0.8614 1.3256 0.2568
H -2.0204 0.4042 -1.5276
H -1.3280 -1.1421 -0.8503
H -0.5985 -0.4750 -2.1534
*
```

Atom charges from the Mulliken analysis, given in e for atoms 1 to 2: 0.2157 0.3915

*2*
ORCA calculation (ωB97M-V with the def2-TZVPD basis set) on 2 unconnected molecules or ions with the total composition C3H6NO2.

Values from the calculation:
Frontier orbital gap (alpha / beta) (eV): 9.9393 / 9.9387
HOMO (alpha / beta) (eV): -14.6 / -14.6
Molecular weight (Da): 88.09

Geometry as ORCA input:
```
! wB97M-V def2-TZVPD RIJCOSX def2/J DEFGRID3
* xyz 1 1
C 0.1874 -0.0357 0.0678
C -0.5161 -1.1649 0.7497
C 1.4208 0.2345 -0.0547
N 2.6223 0.2075 -0.4272
O -1.0720 -2.0105 0.1913
O -2.2723 0.8891 -0.4816
H -0.8580 0.5211 -0.1300
H -0.4439 -1.0139 1.8973
H -2.7917 1.1102 -1.2491
H 3.4215 0.4475 0.1646
H 2.9231 -0.5562 -1.1140
H -2.6211 1.3715 0.3859
*
```

Atom charges from the Mulliken analysis, given in e for atoms 1 to 2: -0.4129 0.0677

Short version: *2* is the least stable of them.